[1]
88
Properties=species:S:1:pos:R:3:forces:R:3:lowdin_spin:R:1 method="wB97M-V/def2-TZVPD" lumo_ev="2.36 / 2.37" multiplicity=2 homo_ha="-0.17931 / -0.17722" homo_lumo_gap_ev="7.2 / 7.2" charge=-1
Mn 0.00533 -0.62761 1.20618 0.577 0.147 0.251 1.12
C -2.19847 1.10247 0.18688 -0.038 -0.063 0.009 -0.02
C -1.84370 -0.36339 0.27809 -0.140 0.088 -0.036 -0.08
N -0.91198 -0.82828 -0.56280 -0.071 -0.045 -0.093 -0.01
N -1.03712 -2.17371 -0.94413 -0.031 0.030 0.122 0.00
C 0.01890 -2.85053 -0.71560 -0.043 -0.006 0.061 0.00
S 1.36966 -2.19817 0.16854 -0.050 0.052 -0.022 -0.01
S 0.03887 -4.54139 -1.24341 0.037 -0.004 -0.047 0.00
C 0.25856 -5.30236 0.41086 0.022 0.016 0.016 0.00
C -0.59221 -6.53342 0.51523 -0.013 -0.017 0.006 0.00
C -0.04816 -7.79973 0.34122 0.002 0.017 0.009 0.00
C -0.84801 -8.93204 0.42521 -0.006 -0.022 -0.002 0.00
C -2.20309 -8.80561 0.68555 -0.003 -0.005 0.004 0.00
C -2.75514 -7.54176 0.85984 0.000 -0.002 0.001 0.00
C -1.95699 -6.41422 0.77242 0.003 0.017 -0.020 0.00
C -2.79060 -1.29302 0.94097 0.019 -0.020 0.013 0.00
C -4.15288 -1.33863 0.69510 0.014 0.013 0.009 -0.01
C -4.94138 -2.29961 1.31410 -0.022 -0.015 0.001 0.00
C -4.34341 -3.20488 2.18836 -0.013 0.010 -0.015 0.00
C -2.98751 -3.15937 2.46035 0.017 0.036 -0.004 0.00
C -2.18437 -2.18410 1.84726 0.002 0.026 -0.038 -0.01
O -0.90663 -2.05188 2.10056 -0.105 -0.190 0.081 0.01
H -2.93148 1.25142 -0.61524 0.004 -0.052 0.124 -0.01
H -1.32389 1.71033 -0.04449 0.013 -0.009 -0.042 0.00
H -2.63578 1.44818 1.12232 0.024 0.020 0.029 0.00
H -0.05144 -4.55218 1.13821 0.004 0.018 0.003 0.00
H 1.31127 -5.52614 0.57637 -0.014 -0.009 -0.023 0.00
H 1.01211 -7.89840 0.14060 0.022 -0.002 -0.004 0.00
H -0.40992 -9.91274 0.28840 0.004 -0.011 -0.001 0.00
H -2.82829 -9.68655 0.75476 -0.010 -0.014 -0.001 0.00
H -3.81277 -7.43480 1.06470 -0.014 0.003 0.003 0.00
H -2.38649 -5.42633 0.89915 -0.005 -0.003 0.000 0.00
H -4.59883 -0.63339 0.00197 -0.013 0.016 -0.016 0.00
H -6.00414 -2.34689 1.11734 -0.012 0.001 -0.002 0.00
H -4.95424 -3.95561 2.67675 -0.011 -0.010 0.008 0.00
H -2.52924 -3.84591 3.16101 0.016 -0.005 0.011 0.00
N 2.04715 1.81772 2.38527 0.007 -0.021 0.031 0.00
C 1.97525 1.65987 1.04386 0.011 -0.096 -0.080 0.00
N 2.81734 2.27378 0.19443 -0.076 0.079 0.016 0.00
N 2.42976 1.89458 -0.99288 0.012 0.088 -0.075 0.01
N 1.41834 1.08287 -0.89243 0.066 0.039 -0.083 0.00
N 1.09778 0.89535 0.40216 -0.074 0.023 0.153 0.00
C 1.14004 1.28644 3.28577 -0.012 -0.009 -0.006 0.00
N 1.08840 1.64952 4.54499 0.068 0.034 -0.097 0.00
N 0.08894 0.88611 5.05142 -0.045 -0.013 0.076 0.00
N -0.40751 0.12265 4.15502 -0.095 -0.078 0.019 0.00
N 0.24710 0.33911 2.98151 -0.037 0.079 -0.031 0.00
H 2.71321 2.48334 2.73706 -0.003 0.010 0.011 0.00
C 3.36094 1.16420 -4.97034 0.010 -0.026 0.062 0.00
Si 2.81135 0.01389 -3.58278 -0.011 -0.030 -0.022 0.00
C 2.64454 -1.71517 -4.30976 -0.004 0.065 0.008 0.00
C 4.20097 -0.10202 -2.32549 -0.043 0.010 -0.033 0.00
Si 0.72142 0.68355 -2.62635 0.083 -0.074 -0.083 0.00
Si -0.00531 2.92301 -3.11801 -0.042 -0.026 -0.024 0.00
C 0.63241 4.18529 -1.87513 -0.084 -0.085 -0.019 0.00
C -1.88614 3.06591 -3.05197 0.048 0.118 -0.054 0.00
C 0.49321 3.56558 -4.82464 -0.065 0.027 0.073 0.00
Si -0.98160 -0.63701 -3.62857 -0.077 0.051 0.058 0.00
C -0.93420 -2.48867 -3.94331 -0.073 0.113 -0.100 0.00
C -0.73636 0.12622 -5.35396 -0.060 -0.015 0.038 0.00
C -2.72364 -0.25720 -3.03713 -0.005 -0.042 -0.010 0.00
H 4.29885 0.79315 -5.39213 0.012 -0.017 -0.014 0.00
H 3.54123 2.17251 -4.59667 -0.005 0.053 0.021 0.00
H 2.62986 1.22157 -5.77721 -0.056 0.008 -0.027 0.00
H 3.61784 -2.03314 -4.69389 0.018 0.005 0.001 0.00
H 1.93273 -1.76629 -5.13308 -0.070 -0.010 -0.031 0.00
H 2.33805 -2.42974 -3.54377 -0.022 -0.021 0.029 0.00
H 5.05386 -0.58265 -2.81308 0.016 -0.022 -0.005 0.00
H 3.90646 -0.72105 -1.47612 -0.024 -0.013 0.033 0.00
H 4.51436 0.87153 -1.95265 0.002 -0.010 -0.015 0.00
H 0.33077 3.95269 -0.85194 -0.001 -0.031 0.029 0.00
H 0.19215 5.15159 -2.14001 0.004 0.001 0.021 0.00
H 1.71482 4.28213 -1.88797 0.093 -0.005 -0.016 0.00
H -2.28690 2.81013 -2.06918 0.036 0.029 -0.060 0.00
H -2.38391 2.44461 -3.79675 0.054 0.077 -0.032 0.00
H -2.14895 4.10720 -3.26119 -0.005 0.029 0.014 0.00
H 1.52188 3.33851 -5.08861 0.126 -0.035 -0.008 0.00
H 0.38644 4.65385 -4.80611 -0.006 0.023 -0.005 0.00
H -0.15178 3.19105 -5.61941 0.008 -0.016 -0.011 0.00
H 0.05068 -2.90829 -4.12278 0.144 -0.012 0.012 0.00
H -1.53171 -2.64204 -4.84921 0.031 -0.013 -0.039 0.00
H -1.40848 -3.02896 -3.12917 -0.009 0.011 -0.012 0.00
H 0.17285 -0.25343 -5.82378 0.059 -0.005 -0.017 0.00
H -0.69354 1.21404 -5.37509 -0.026 -0.015 0.013 0.00
H -1.57892 -0.18187 -5.97904 -0.016 -0.015 -0.033 0.00
H -2.91586 -0.80448 -2.11446 -0.033 -0.042 -0.049 0.00
H -3.42643 -0.62216 -3.79264 0.000 0.004 -0.030 0.00
H -2.92201 0.80005 -2.87026 0.004 -0.188 0.005 0.00

---

[2]
90
Properties=species:S:1:pos:R:3:forces:R:3:lowdin_spin:R:1 method="wB97M-V/def2-TZVPD" lumo_ev="-2.72 / -9.79" multiplicity=2 homo_ha="-0.44118 / -0.44118" homo_lumo_gap_ev="9.3 / 2.2" charge=+1
C 2.64854 -4.04936 -0.28462 -0.655 0.367 0.391 0.09
C 1.56187 -5.14908 -0.52825 1.428 -1.727 -1.435 0.14
C 1.60664 -5.95917 -1.82388 0.860 1.526 -0.088 0.06
O 1.76947 -7.28283 -1.45964 -1.065 0.108 0.183 0.10
C 1.68068 -7.38075 -0.14862 2.341 -5.388 3.183 0.01
O 1.92408 -8.39969 0.50473 -1.403 4.047 -2.052 0.03
O 1.52554 -6.12383 0.44705 -0.242 0.143 -0.142 0.38
H 2.75448 -3.96229 0.79673 0.128 0.077 -0.077 0.00
H 2.30307 -3.09254 -0.67610 -0.022 -0.127 -0.034 0.00
H 3.58292 -4.33887 -0.76546 -0.146 -0.208 0.065 0.01
H 0.53774 -4.77741 -0.56187 -1.017 1.374 0.496 0.09
H 2.41528 -5.72640 -2.51672 0.017 0.465 -0.137 0.03
H 0.68083 -5.73127 -2.35209 -0.485 -0.373 -0.751 0.04
C -1.03743 -0.27983 5.44567 0.291 0.160 0.545 0.00
C 0.51568 -0.18768 5.20278 -0.700 -0.653 -0.650 0.00
C 1.20495 1.14306 5.12635 -0.311 1.123 -0.666 0.00
O 2.17820 1.08922 6.14872 0.714 2.969 0.166 0.00
C 2.06135 0.04041 6.90719 1.701 -0.831 3.469 0.00
O 2.64505 -0.15071 7.99480 -2.123 0.323 -3.969 0.00
O 1.23255 -0.77635 6.26691 -1.061 -2.891 1.107 0.00
H -1.49859 0.57572 5.93911 0.501 0.474 -0.053 0.00
H -1.29124 -1.07906 6.14201 0.507 -0.324 -0.080 0.00
H -1.67555 -0.46210 4.58099 0.519 0.035 -0.441 0.00
H 0.77716 -0.68877 4.27077 -0.181 -0.680 0.150 0.00
H 0.42720 1.89880 5.23618 0.532 0.624 0.553 0.00
H 1.76870 1.37556 4.22291 -0.360 -0.250 -0.178 0.00
C -4.00120 -1.28660 0.20680 0.440 0.607 0.788 0.00
C -3.78887 -1.55872 -1.29964 -2.709 0.039 2.888 0.00
C -2.96031 -0.59877 -2.04012 0.379 0.189 -0.684 0.00
O -1.74692 -1.29231 -2.08801 3.036 -0.814 -0.209 0.00
C -1.88079 -2.60083 -1.85450 0.002 -1.316 -0.241 0.00
O -1.03656 -3.48319 -2.04338 -1.542 2.210 0.822 0.01
O -3.14879 -2.81416 -1.40743 1.116 -0.739 -1.027 0.00
H -4.88250 -0.66646 0.37065 -0.052 -0.010 -0.101 0.00
H -3.18824 -0.79482 0.74100 0.401 0.394 -0.535 0.00
H -4.11134 -2.16796 0.83859 -0.439 -0.461 -0.653 0.00
H -4.82505 -1.52642 -1.63633 0.196 -0.897 -0.797 0.00
H -2.85209 0.34156 -1.49959 0.148 0.055 -0.333 0.00
H -3.19712 -0.51257 -3.10059 -0.715 0.616 0.170 0.00
C 0.23195 -0.31415 -4.84922 1.914 -0.090 -0.174 0.00
C 1.25197 -1.51118 -5.05288 -2.048 2.387 0.555 0.00
C 2.13693 -1.87268 -3.85050 0.448 2.810 -1.071 0.00
O 1.89204 -3.19750 -3.69619 0.649 -3.357 1.388 0.00
C 0.94074 -3.66179 -4.54822 -0.683 -3.116 1.629 0.00
O 0.51353 -4.80234 -4.61983 1.440 1.624 0.584 0.01
O 0.45037 -2.66339 -5.14799 -1.469 1.367 -3.218 0.00
H -0.51487 -0.12157 -5.61946 0.038 -0.876 -0.181 0.00
H 0.90014 0.53514 -4.99180 -0.124 0.549 0.635 0.00
H -0.24310 -0.32673 -3.86826 0.179 -0.030 -0.015 0.00
H 1.83844 -1.25627 -5.93559 -0.155 -0.755 -0.301 0.00
H 1.89130 -1.23857 -2.99865 -0.256 -0.412 0.443 0.00
H 3.18668 -1.68751 -4.07814 0.079 -0.183 0.015 0.00
C -1.90627 3.57378 -0.26833 -0.302 -1.952 0.613 0.00
C -3.42010 3.89300 -0.07413 2.039 -0.177 -0.109 0.00
C -4.26131 2.84583 0.75502 2.787 -1.931 -3.251 0.00
O -4.89313 3.57301 1.68851 -1.770 -1.102 0.946 0.00
C -4.45296 4.79441 1.67942 -0.478 4.345 1.435 0.00
O -4.95510 5.66063 2.35213 1.088 -0.907 -0.793 0.00
O -3.41193 4.97339 0.81561 -1.305 0.733 1.053 0.00
H -1.14827 4.24103 -0.67858 -0.941 0.699 -0.345 0.00
H -1.79203 2.61672 -0.77733 -0.126 -0.095 -0.500 0.00
H -1.48861 3.31917 0.70575 -0.177 0.201 0.391 0.00
H -3.87294 4.22613 -1.00796 -0.278 -0.264 -0.050 0.00
H -3.58182 2.10894 1.18326 0.235 0.058 0.454 0.00
H -4.87079 2.24257 0.08218 -0.757 0.403 0.182 0.00
C 2.39227 6.51035 -0.57104 -1.075 -1.136 0.409 0.00
C 2.38252 4.95576 -0.31175 -1.997 3.096 -1.252 0.00
C 3.66767 4.40733 0.05969 2.647 -0.686 -0.456 0.00
O 3.45609 3.76234 1.31076 0.853 -0.532 -0.183 0.00
C 2.21832 3.99329 1.71310 -2.308 -0.432 2.204 0.00
O 1.68991 3.60610 2.73848 1.344 0.258 -1.502 0.00
O 1.53398 4.73535 0.82546 0.391 -0.074 -0.462 0.00
H 2.96221 6.91291 -1.40842 0.425 -0.469 0.204 0.00
H 2.64360 6.95576 0.39154 0.286 0.253 -0.218 0.00
H 1.35795 6.78222 -0.78171 -0.079 0.107 0.080 0.00
H 1.93492 4.43137 -1.15601 -0.035 0.020 -0.047 0.00
H 4.51054 5.09709 0.10305 -0.339 0.523 0.726 0.00
H 4.02983 3.77325 -0.74955 -0.144 -0.992 0.442 0.00
C 1.01773 1.55632 -1.25253 1.926 0.722 -1.027 0.00
O 0.13868 0.65548 -0.70156 -2.311 -0.630 0.725 0.00
C 0.52196 -0.33607 0.07467 0.800 -0.916 1.514 0.00
O 1.67564 -0.61062 0.36471 -1.482 -0.138 -0.463 0.00
O -0.61067 -0.95063 0.54729 0.497 -0.150 -0.837 0.00
C -0.56415 -2.10447 1.43794 -0.084 1.398 0.726 0.00
H 0.66062 2.58611 -1.24297 -0.518 -0.258 0.421 0.00
H 1.13915 1.29411 -2.30354 0.233 0.002 -0.099 0.00
H 1.98750 1.52826 -0.75569 0.042 -0.084 0.014 0.00
H -1.56912 -2.50582 1.56855 -0.071 -0.040 -0.989 0.00
H -0.43187 -1.67099 2.42926 0.896 -0.361 0.133 0.00
H 0.15448 -2.87839 1.16833 0.052 0.353 -0.024 0.00

---

[3]
76
Properties=species:S:1:pos:R:3:forces:R:3:lowdin_charge:R:1 method="wB97M-V/def2-TZVPD" de_lowest_kcal_mol=1.0 lumo_ev=2.63 multiplicity=1 homo_ha=-0.13372 homo_lumo_gap_ev=6.3 charge=-1
Au 1.33818 1.07270 -2.04336 -0.131 -0.034 0.051 0.63
C 4.01924 -1.13086 -2.96187 -0.052 -0.011 -0.009 -0.14
C 3.99136 -0.85491 -1.45618 -0.036 0.037 0.121 -0.55
C 4.82365 -1.88733 -0.69484 0.030 -0.042 0.009 -0.12
P 2.30013 -0.52013 -0.74925 0.382 -0.046 -0.153 0.88
C 1.43054 -2.13611 -0.54053 -0.233 0.061 -0.035 -0.53
C 1.59392 -3.05044 -1.75224 -0.017 0.009 -0.018 -0.12
C 1.75814 -2.84578 0.76923 0.040 -0.029 -0.071 -0.09
C 2.66732 0.21890 0.85885 -0.084 0.008 -0.022 -0.31
C 3.90565 0.65505 1.31197 0.039 -0.049 0.051 -0.07
C 4.03745 1.34888 2.50728 0.080 -0.017 -0.064 -0.30
C 5.38065 1.84101 2.98145 -0.030 0.005 -0.005 -0.07
C 2.87048 1.61445 3.22545 -0.082 0.007 0.025 -0.06
C 1.62393 1.20504 2.79652 0.143 0.097 0.078 -0.03
C 1.47633 0.48912 1.58465 0.035 -0.022 -0.094 -0.36
N 0.34584 0.08839 0.97293 -0.234 0.100 0.124 -0.01
C -0.80734 -0.18167 1.64708 0.098 -0.077 0.142 -0.30
C -0.84425 -0.51780 3.02747 0.012 -0.020 -0.061 -0.04
C -2.01498 -0.83402 3.67965 0.001 -0.016 0.018 -0.07
C -3.23802 -0.84534 3.01184 -0.028 -0.008 0.010 -0.30
C -4.52227 -1.19982 3.71516 0.016 0.009 -0.001 -0.07
C -3.20892 -0.54893 1.65903 0.005 -0.004 -0.042 -0.09
C -2.04396 -0.24247 0.95239 -0.209 0.043 0.018 -0.31
P -2.04083 0.06959 -0.84954 0.244 -0.153 -0.059 1.06
C -2.68423 1.80856 -0.99164 0.081 0.051 0.023 -0.56
C -3.86703 2.26088 -0.13864 0.036 0.000 0.018 -0.11
C -2.88976 2.15567 -2.46512 -0.061 0.019 -0.021 -0.14
C -3.34745 -1.07685 -1.56763 -0.019 0.104 -0.011 -0.56
C -4.84797 -0.78957 -1.47826 0.014 -0.019 0.004 -0.12
C -3.03675 -2.50450 -1.11604 0.018 -0.023 0.002 -0.14
H 5.00292 -0.88498 -3.36873 0.028 -0.024 0.023 0.07
H 3.27992 -0.53199 -3.49521 0.009 0.026 0.006 0.03
H 3.82857 -2.18148 -3.18199 -0.035 0.002 0.006 0.06
H 4.45560 0.12713 -1.31875 -0.006 0.019 0.021 0.09
H 4.51282 -2.90306 -0.94446 -0.025 -0.004 -0.001 0.06
H 4.74565 -1.77206 0.38546 0.004 0.014 0.010 0.06
H 5.87837 -1.79639 -0.96889 0.009 -0.010 -0.012 0.08
H 0.38387 -1.82017 -0.50293 0.096 0.034 0.020 0.06
H 2.58467 -3.50401 -1.80187 0.019 0.003 0.001 0.05
H 1.40984 -2.51983 -2.68835 -0.011 0.008 0.001 0.07
H 0.86514 -3.86109 -1.68311 -0.001 -0.031 -0.006 0.07
H 2.77152 -3.25315 0.76309 0.009 0.005 0.016 0.06
H 1.06380 -3.67659 0.91681 -0.004 -0.018 -0.014 0.08
H 1.66018 -2.17206 1.61755 -0.019 0.022 0.036 0.06
H 4.80365 0.45197 0.74029 0.015 0.019 -0.040 0.09
H 6.19065 1.24324 2.55985 0.002 -0.002 -0.004 0.07
H 5.46181 1.78962 4.06901 0.004 -0.002 0.004 0.07
H 5.55673 2.88075 2.69058 0.006 0.003 0.009 0.07
H 2.94525 2.17456 4.15351 -0.010 0.001 -0.001 0.11
H 0.74863 1.46909 3.37392 0.019 0.028 -0.026 0.10
H 0.08653 -0.54307 3.57762 -0.031 -0.047 0.010 0.09
H -1.98148 -1.08175 4.73737 0.013 -0.004 -0.005 0.10
H -4.55248 -0.77968 4.72270 -0.006 0.000 0.001 0.07
H -4.65051 -2.28238 3.81080 0.004 0.000 0.003 0.07
H -5.38608 -0.81618 3.16965 -0.002 0.000 -0.005 0.07
H -4.15014 -0.55816 1.12571 -0.020 0.022 -0.020 0.08
H -1.80718 2.37206 -0.64579 0.005 -0.030 -0.026 0.10
H -4.80969 1.83197 -0.48169 -0.006 -0.036 0.005 0.06
H -3.96038 3.34952 -0.20088 -0.018 -0.017 -0.015 0.08
H -3.73240 1.99940 0.91072 0.010 -0.023 0.012 0.06
H -3.80806 1.70702 -2.85310 -0.009 -0.019 0.002 0.06
H -2.05872 1.80818 -3.07761 0.062 -0.005 -0.029 0.05
H -2.96566 3.23594 -2.59735 0.000 0.038 -0.019 0.07
H -3.08759 -1.02623 -2.63153 -0.025 0.032 -0.015 0.09
H -5.22562 -0.81710 -0.45748 -0.013 -0.005 0.018 0.06
H -5.39482 -1.55331 -2.04179 -0.008 0.006 -0.009 0.07
H -5.10684 0.17853 -1.90451 0.025 0.005 0.007 0.05
H -3.27488 -2.64685 -0.06068 -0.010 0.000 -0.002 0.07
H -1.97766 -2.74236 -1.24764 -0.009 0.022 0.007 0.06
H -3.62106 -3.22202 -1.69933 0.001 -0.011 0.004 0.07
B -0.34182 5.27633 -3.28583 -0.047 -0.006 0.101 -0.45
C 0.23907 3.81839 -3.10781 0.110 -0.060 -0.279 -0.24
N 0.67725 2.75189 -3.01941 -0.188 0.094 0.215 -0.07
H -0.60856 5.67306 -2.16950 -0.010 0.021 -0.017 0.00
H 0.51609 5.95515 -3.80883 0.016 -0.025 -0.003 -0.01
H -1.33595 5.19050 -3.97539 -0.007 -0.022 -0.017 -0.01

---

Going through the records in order, we get max |F| values of 0.65; 6.68; 0.41 eV/Å.